[1]
The following is a DFT calculation (ωB97M-V with the def2-TZVPD basis set) of C8H8MnN2O3 as an isolated structure.

Its spin multiplicity is 6. Its HOMO energy (spin up / spin down) is -17.6 / -17.8 eV. The value obtained for the molecular weight is 235.10 g/mol. Its net charge is +2. The calculation puts the orbital gap (spin up / spin down) at 0.31718 / 0.25216 Eh. The total energy comes out at -48847.3539 eV. The calculation puts the LUMO energy (spin up / spin down) at -8.995 / -10.988 eV. The calculation puts the relative energy (zero: lowest compared OMol25 entry of this formula, charge and spin) at 0.0 kcal/mol.

Each line ends with the Mulliken spin population.
Element x y z (Å)
O 1.530 1.917 -4.880  0.0002
C 0.894 1.302 -4.158  0.0003
Mn 1.559 1.141 0.796  4.5002
C 1.265 2.887 0.425  -0.0528
C 3.129 0.572 0.096  -0.0519
O 1.246 4.060 0.480  0.1472
O 4.266 0.315 -0.052  0.1466
C -2.525 -1.871 -1.109  0.0004
C -1.484 -1.144 -0.343  0.0695
C -1.250 -1.150 1.032  0.0106
C -0.162 -0.310 1.264  0.0512
N 0.258 0.195 0.077  0.1118
N -0.570 -0.332 -0.890  -0.0306
C 0.507 0.048 2.529  0.0717
H -2.425 -2.956 -0.949  0.0054
H -3.528 -1.577 -0.759  0.0055
H -2.444 -1.658 -2.184  0.0001
H -1.800 -1.697 1.777  0.0004
H -0.467 -0.109 -1.881  0.0101
H -0.227 0.479 3.227  0.0011
H 0.852 -0.867 3.036  0.0011
H 1.377 0.755 2.464  0.0018

[2]
The following is a DFT calculation (ωB97M-V with the def2-TZVPD basis set) of C32H38BBr54FN3O7P as an isolated structure.

Its HOMO energy is -8.7 eV. The value obtained for the molecular weight is 4952.27 g/mol. Its net charge is 0. The calculation puts the orbital gap at 0.24681 Eh. The total energy comes out at -3847561.7137 eV. The calculation puts the LUMO energy at -1.987 eV.

Each line ends with the Löwdin charge.
Element x y z (Å)
C 5.480 -4.567 1.737  -0.1651
N 6.100 -4.244 0.396  -0.1012
C 7.548 -3.839 0.733  -0.1172
B 5.508 -3.004 -0.247  -0.4332
O 6.471 -2.058 -0.904  0.0199
C 3.914 -2.611 -0.343  0.0546
C 2.930 -3.010 -1.635  0.0877
C 1.346 -2.524 -1.646  -0.0535
F 0.503 -2.872 -2.815  -0.0907
C 0.649 -1.635 -0.413  -0.1953
P -1.159 -1.017 -0.431  0.8049
N -2.084 -1.543 1.001  -0.2356
O -1.049 0.746 -0.347  -0.3731
C 1.626 -1.293 0.856  0.0081
C 3.192 -1.776 0.869  0.0264
C 3.726 -1.219 2.313  -0.2249
O 4.692 -1.719 3.087  -0.0449
N 2.834 0.010 2.534  0.0333
C 3.055 0.795 3.808  -0.1758
O 3.658 2.128 3.595  -0.1217
C 4.997 2.039 2.994  -0.1849
O 5.028 2.886 1.782  -0.1452
C 4.899 2.091 0.550  -0.1681
C 6.249 2.229 -0.419  -0.1809
O 7.295 1.369 0.196  -0.1593
C 1.402 -0.460 2.249  -0.1992
O 0.275 -0.301 2.945  -0.0071
H 5.749 -5.700 1.985  0.0283
H 6.014 -3.904 2.540  0.0886
H 4.311 -4.506 1.741  0.0286
H 8.248 -3.853 -0.208  0.1080
H 7.619 -2.824 1.314  0.1099
H 7.960 -4.675 1.478  0.1112
H 5.974 -1.196 -1.032  0.0926
H 3.325 -3.624 -2.557  0.1204
H -1.434 -2.035 1.655  0.0128
H -2.457 -0.646 1.424  0.0655
H -0.218 1.051 -0.853  0.0740
H 3.710 0.178 4.587  0.0187
H 2.026 0.998 4.379  0.1687
H 5.399 0.953 2.826  0.1412
H 5.757 2.551 3.759  0.1620
H 3.950 2.471 -0.063  0.1403
H 4.725 0.935 0.739  0.1150
H 5.950 1.706 -1.444  0.1329
H 6.597 3.340 -0.569  0.1099
H 7.623 0.744 -0.528  0.0965
C -4.484 -4.325 1.859  -1.6069
Br -4.633 -3.456 3.593  0.5542
Br -2.667 -4.919 1.500  0.5391
Br -5.770 -5.772 1.662  0.5296
H -4.731 -3.574 1.102  -0.0963
C 0.281 -2.789 -6.368  -1.6082
Br 0.898 -0.948 -6.246  0.5349
Br -1.123 -2.996 -7.699  0.5599
Br 1.752 -4.027 -6.668  0.5505
H -0.158 -3.044 -5.398  -0.0406
C 3.569 -8.144 3.246  -1.5614
Br 5.433 -8.297 2.710  0.5966
Br 3.339 -8.434 5.156  0.5575
Br 2.786 -6.459 2.670  0.5859
H 3.023 -8.942 2.733  -0.0224
C 10.143 3.918 -0.345  -1.5940
Br 11.327 5.263 0.413  0.5643
Br 9.253 4.561 -1.951  0.5554
Br 11.065 2.233 -0.653  0.5348
H 9.362 3.724 0.398  -0.0286
C 11.475 1.521 -4.890  -1.6015
Br 10.739 0.250 -3.614  0.5120
Br 12.959 0.763 -5.893  0.5579
Br 10.103 2.245 -6.064  0.5474
H 11.875 2.360 -4.311  -0.0271
C -5.631 -2.515 -2.407  -1.5755
Br -6.380 -4.302 -2.225  0.5480
Br -6.974 -1.136 -2.126  0.5498
Br -4.081 -2.261 -1.260  0.5921
H -5.284 -2.418 -3.441  -0.0232
C -7.383 3.035 -2.118  -1.5913
Br -7.061 4.421 -0.792  0.5685
Br -9.036 2.070 -1.770  0.5283
Br -7.324 3.740 -3.930  0.5456
H -6.566 2.311 -2.030  -0.0369
C -3.334 3.136 -5.708  -1.6093
Br -1.910 1.814 -5.619  0.5332
Br -2.901 4.735 -4.687  0.5433
Br -3.817 3.559 -7.544  0.5496
H -4.217 2.688 -5.240  -0.0431
C -8.721 -8.603 0.515  -1.6014
Br -9.645 -7.038 1.207  0.5494
Br -7.561 -8.157 -0.981  0.5326
Br -7.763 -9.556 1.914  0.5518
H -9.489 -9.284 0.133  -0.0247
C 3.306 -3.286 6.109  -1.5331
Br 3.923 -1.445 6.230  0.6728
Br 1.902 -3.492 4.778  0.5896
Br 4.776 -4.523 5.808  0.5712
H 2.867 -3.540 7.079  -0.1116
C -10.839 3.764 -6.729  -1.5754
Br -9.549 2.550 -7.531  0.5535
Br -11.525 3.080 -5.042  0.5656
Br -10.122 5.563 -6.542  0.5045
H -11.689 3.829 -7.417  -0.0219
C 4.284 -2.735 9.814  -1.5682
Br 4.136 -1.866 11.548  0.6148
Br 6.101 -3.329 9.455  0.5637
Br 2.998 -4.182 9.618  0.6242
H 4.037 -1.984 9.057  -0.0739
C -14.550 3.867 -2.780  -1.6005
Br -15.299 2.081 -2.599  0.5579
Br -15.893 5.247 -2.499  0.5286
Br -13.000 4.122 -1.634  0.5232
H -14.203 3.965 -3.814  -0.0605
C -13.487 8.697 -3.356  -1.5866
Br -12.196 7.483 -4.159  0.5312
Br -14.173 8.013 -1.670  0.5166
Br -12.770 10.496 -3.170  0.5573
H -14.337 8.762 -4.045  -0.0205
C -9.454 7.314 -10.433  -1.5842
Br -10.203 5.528 -10.252  0.5424
Br -10.797 8.693 -10.152  0.5653
Br -7.903 7.569 -9.287  0.5658
H -9.107 7.411 -11.467  -0.0223
C 6.626 0.740 9.806  -1.6082
Br 8.277 0.541 10.816  0.5607
Br 5.891 2.534 9.968  0.5641
Br 6.846 0.212 7.947  0.5273
H 5.896 0.054 10.249  -0.0935
C 6.080 -4.736 13.703  -1.6148
Br 5.932 -3.867 15.437  0.5515
Br 7.897 -5.329 13.343  0.5491
Br 4.794 -6.183 13.506  0.5459
H 5.833 -3.985 12.946  -0.0841
C -4.478 9.695 -9.060  -1.6185
Br -5.402 11.261 -8.368  0.5476
Br -3.318 10.142 -10.557  0.5538
Br -3.520 8.742 -7.661  0.5478
H -5.246 9.014 -9.442  -0.0813